{"formula": "C44H55BrI2KN4O3", "method": "ωB97M-V with the def2-TZVPD basis set", "e_lumo_ha": [0.05252, 0.05250], "e_homo_ev": [-4.1393, -4.1387], "relative_energy_ev": 0.000, "e_tot_ha": -5923.8698, "total_charge": -1, "homo_lumo_gap_ev": [5.57, 5.57], "elements": ["K", "C", "C", "C", "C", "C", "C", "C", "N", "C", "C", "C", "C", "C", "C", "O", "C", "C", "C", "C", "C", "C", "C", "C", "C", "O", "C", "C", "C", "C", "C", "C", "H", "H", "H", "H", "H", "H", "H", "H", "H", "H", "H", "H", "H", "H", "H", "H", "H", "H", "H", "H", "H", "H", "H", "H", "H", "H", "H", "H", "H", "H", "H", "H", "H", "H", "H", "H", "H", "H", "H", "H", "C", "C", "C", "C", "C", "Br", "N", "C", "H", "H", "H", "H", "H", "H", "I", "C", "I", "H", "H", "O", "C", "C", "C", "C", "C", "C", "C", "N", "C", "C", "N", "H", "H", "H", "H", "H", "H", "H"], "positions_angstrom": [[-1.791, -0.083, -0.230], [3.750, 4.854, -3.571], [3.833, 3.323, -3.479], [4.940, 2.962, -2.485], [4.226, 2.748, -4.850], [2.483, 2.752, -3.060], [2.289, 2.078, -1.898], [1.009, 1.551, -1.541], [0.716, 0.840, -0.466], [1.507, 0.221, 0.403], [2.887, -0.084, 0.233], [3.619, -0.697, 1.204], [2.955, -1.046, 2.418], [1.626, -0.851, 2.655], [0.803, -0.228, 1.616], [-0.424, -0.052, 1.721], [0.973, -1.385, 3.932], [0.206, -0.279, 4.679], [0.027, -2.529, 3.526], [2.006, -1.946, 4.915], [5.111, -0.961, 0.985], [5.333, -1.750, -0.313], [5.836, 0.392, 0.888], [5.740, -1.757, 2.132], [-0.164, 1.824, -2.392], [-1.281, 1.394, -2.068], [0.082, 2.576, -3.628], [1.352, 2.964, -3.916], [-1.091, 2.910, -4.549], [-0.652, 3.751, -5.750], [-1.713, 1.607, -5.083], [-2.152, 3.717, -3.782], [4.715, 5.273, -3.867], [3.472, 5.274, -2.602], [3.003, 5.170, -4.301], [5.897, 3.345, -2.845], [5.029, 1.879, -2.375], [4.750, 3.399, -1.502], [5.211, 3.118, -5.145], [3.512, 3.030, -5.625], [4.263, 1.658, -4.805], [3.085, 1.998, -1.172], [3.330, 0.113, -0.733], [3.540, -1.529, 3.188], [-0.568, 0.146, 4.050], [0.894, 0.519, 4.969], [-0.253, -0.688, 5.585], [-0.730, -2.173, 2.830], [-0.468, -2.955, 4.404], [0.590, -3.321, 3.028], [2.770, -1.203, 5.157], [2.494, -2.843, 4.527], [1.497, -2.222, 5.841], [4.960, -1.206, -1.181], [4.814, -2.709, -0.268], [6.400, -1.938, -0.466], [5.506, 0.948, 0.009], [6.919, 0.250, 0.817], [5.623, 1.000, 1.769], [5.250, -2.725, 2.256], [5.684, -1.211, 3.076], [6.795, -1.937, 1.914], [1.528, 3.517, -4.830], [0.058, 3.212, -6.383], [-0.198, 4.694, -5.432], [-1.528, 3.986, -6.357], [-0.972, 1.037, -5.651], [-2.556, 1.838, -5.740], [-2.065, 0.995, -4.255], [-1.716, 4.637, -3.382], [-2.554, 3.136, -2.957], [-2.972, 3.985, -4.454], [-3.530, -2.201, 5.258], [-3.654, -0.914, 4.493], [-4.228, 0.228, 5.042], [-4.290, 1.399, 4.303], [-3.760, 1.364, 3.021], [-3.810, 2.919, 1.934], [-3.217, 0.305, 2.480], [-3.162, -0.810, 3.198], [-4.369, -2.340, 5.940], [-2.611, -2.200, 5.851], [-3.481, -3.049, 4.574], [-4.625, 0.210, 6.050], [-4.728, 2.304, 4.698], [-2.697, -1.660, 2.712], [-5.660, 0.560, -4.325], [-4.301, -1.084, -4.597], [-3.348, -1.719, -2.758], [-3.558, -0.738, -5.306], [-4.893, -1.886, -5.020], [-2.045, -2.378, -0.656], [-2.402, -3.268, 0.197], [-1.531, -4.348, 0.518], [-1.868, -5.331, 1.418], [-3.105, -5.309, 2.067], [-3.977, -4.274, 1.787], [-3.663, -3.258, 0.879], [-4.609, -2.173, 0.647], [-4.328, -0.965, 0.208], [-5.509, -0.278, 0.160], [-6.535, -1.071, 0.580], [-5.951, -2.278, 0.891], [-0.573, -4.361, 0.012], [-1.167, -6.132, 1.629], [-3.371, -6.081, 2.777], [-4.924, -4.235, 2.318], [-5.546, 0.743, -0.187], [-7.592, -0.896, 0.684], [-6.432, -3.107, 1.183]], "mulliken_charge": [1.217, -1.730, 1.983, -1.996, -1.781, -0.938, -0.131, -1.566, 0.141, -1.240, 0.218, -1.092, -0.055, -0.784, 0.727, -0.973, 3.028, -1.696, -0.878, -2.502, 2.143, -1.705, -1.373, -2.372, 1.168, -0.784, -0.440, 0.009, 2.540, -2.303, -1.452, -1.671, 0.439, 0.367, 0.338, 0.521, 0.270, 0.394, 0.481, 0.312, 0.374, 1.303, 1.292, 0.475, 0.218, 0.400, 0.413, -0.298, 0.444, 0.368, 0.464, 0.379, 0.459, 0.282, 0.365, 0.450, 0.134, 0.470, 0.314, 0.445, 0.377, 0.458, 0.358, 0.363, 0.428, 0.453, 0.282, 0.488, 0.158, 0.360, 0.199, 0.468, -1.510, 0.728, -0.701, -0.695, -0.247, -0.179, 0.400, 0.486, 0.485, 0.201, 0.176, 0.443, 0.461, -0.167, -0.072, -0.934, 0.295, 0.310, 0.478, -0.920, 0.635, -0.598, -0.450, -0.799, -0.920, 0.906, -0.480, 0.856, -0.753, -1.002, -0.007, 0.460, 0.404, 0.381, 0.234, 0.488, 0.437, 0.188]}

{"formula": "C5H15NO2", "method": "ωB97M-V with the def2-TZVPD basis set", "e_lumo_ha": 0.02505, "e_homo_ev": -9.1042, "relative_energy_ev": 1.936, "e_tot_ha": -404.6839, "homo_lumo_gap_ev": 9.79, "smiles": "CN1CCCC1.O.O", "elements": ["C", "N", "C", "C", "C", "C", "H", "H", "H", "H", "H", "H", "H", "H", "H", "H", "H", "O", "H", "H", "O", "H", "H"], "positions_angstrom": [[0.384, -0.184, 1.542], [-0.021, 0.678, 0.427], [-1.460, 0.823, 0.247], [-1.844, -0.459, -0.492], [-0.590, -0.788, -1.403], [0.486, 0.223, -0.836], [-0.285, -0.952, 1.940], [1.286, -0.808, 1.333], [0.607, 0.457, 2.359], [-2.038, 0.907, 1.249], [-1.786, 1.766, -0.261], [-2.240, -1.321, 0.074], [-2.635, -0.333, -1.247], [-0.689, -0.707, -2.476], [-0.394, -1.875, -1.198], [0.538, 1.066, -1.518], [1.464, -0.218, -0.792], [0.702, 2.773, 2.645], [1.127, 2.466, 1.837], [0.170, 1.996, 2.854], [2.759, -2.041, -2.054], [2.371, -1.361, -1.492], [2.089, -2.110, -2.740]], "mulliken_charge": [-0.995, 0.072, -0.780, -0.612, -0.411, -0.838, 0.326, 0.339, 0.285, 0.286, 0.346, 0.335, 0.300, 0.454, 0.198, 0.287, 0.390, -0.629, 0.363, 0.324, -0.673, 0.331, 0.303]}

{"formula": "I3Zn", "method": "ωB97M-V with the def2-TZVPD basis set", "e_lumo_ha": -0.05292, "e_homo_ev": -5.3955, "e_tot_ha": -2672.4511, "total_charge": -1, "homo_lumo_gap_ev": 3.96, "elements": ["Zn", "I", "I", "I"], "positions_angstrom": [[-0.586, 0.412, 0.051], [2.212, -1.505, -2.090], [-3.580, -1.485, -0.087], [1.955, 2.578, 2.126]], "mulliken_charge": [0.568, -0.548, -0.477, -0.542]}

{"formula": "C7H10N4P", "method": "ωB97M-V with the def2-TZVPD basis set", "e_lumo_ha": -0.14144, "e_homo_ev": -12.9889, "relative_energy_ev": 0.000, "e_tot_ha": -832.8643, "total_charge": 1, "homo_lumo_gap_ev": 9.14, "smiles": "CP(N)n1ccccc1=[N+]=C=N", "elements": ["C", "P", "N", "N", "C", "C", "C", "C", "C", "N", "C", "N", "H", "H", "H", "H", "H", "H", "H", "H", "H", "H"], "positions_angstrom": [[0.849, 2.025, 1.218], [0.317, 2.152, -0.488], [1.656, 1.521, -1.274], [-0.598, 0.514, -0.279], [-1.910, 0.771, -0.048], [-2.855, -0.162, 0.210], [-2.472, -1.507, -0.006], [-1.189, -1.781, -0.385], [-0.199, -0.785, -0.343], [1.131, -0.982, -0.227], [1.998, -1.807, -0.105], [3.030, -2.388, -0.069], [-0.078, 1.975, 1.809], [1.416, 2.781, 1.554], [1.254, 1.051, 1.425], [1.932, 1.947, -2.171], [2.387, 1.094, -0.656], [-2.101, 1.837, -0.203], [-3.849, 0.186, 0.407], [-3.246, -2.364, -0.033], [-0.894, -2.799, -0.677], [3.420, -3.281, 0.340]], "mulliken_charge": [-1.030, 0.097, -0.415, -0.007, 0.045, -0.735, -0.121, -0.745, 0.522, -0.067, 0.324, -0.360, 0.312, 0.474, 0.372, 0.258, 0.238, 0.387, 0.419, 0.329, 0.369, 0.333]}

{"formula": "C38H36EuN4OP2S3", "method": "ωB97M-V with the def2-TZVPD basis set", "e_lumo_ha": [0.08495, 0.08498], "e_homo_ev": [-3.4577, -3.4765], "e_tot_ha": -4351.6740, "total_charge": -1, "homo_lumo_gap_ev": [5.77, 5.79], "s_squared": 12.01, "spin_multiplicity": 7, "elements": ["Eu", "S", "P", "C", "P", "S", "C", "C", "C", "C", "C", "C", "C", "C", "C", "C", "C", "C", "C", "C", "C", "C", "C", "C", "C", "C", "C", "C", "C", "C", "H", "H", "H", "H", "H", "H", "H", "H", "H", "H", "H", "H", "H", "H", "H", "H", "H", "H", "H", "H", "N", "C", "C", "C", "C", "C", "N", "C", "C", "C", "C", "C", "N", "H", "H", "H", "H", "H", "H", "H", "H", "H", "S", "C", "N", "C", "C", "O", "H", "H", "H", "H", "H", "H", "H"], "positions_angstrom": [[0.359, 0.833, 0.982], [1.085, 1.337, -1.890], [0.130, -0.445, -1.744], [0.111, -1.330, -0.276], [1.696, -1.743, 0.250], [3.035, -0.281, 0.656], [1.476, -2.666, 1.819], [2.539, -3.393, 2.358], [2.422, -3.997, 3.601], [1.246, -3.857, 4.332], [0.191, -3.127, 3.807], [0.299, -2.549, 2.545], [2.512, -3.001, -0.804], [1.881, -4.235, -0.965], [2.423, -5.196, -1.806], [3.593, -4.924, -2.508], [4.216, -3.693, -2.362], [3.677, -2.733, -1.508], [-1.644, -0.114, -2.133], [-1.992, 0.480, -3.348], [-3.306, 0.849, -3.606], [-4.291, 0.631, -2.644], [-3.951, 0.036, -1.438], [-2.634, -0.343, -1.188], [0.598, -1.436, -3.224], [1.619, -1.066, -4.088], [1.958, -1.883, -5.165], [1.279, -3.073, -5.380], [0.259, -3.454, -4.513], [-0.073, -2.643, -3.437], [3.466, -3.472, 1.800], [3.252, -4.562, 4.009], [1.160, -4.305, 5.316], [-0.719, -2.987, 4.380], [-0.534, -1.997, 2.141], [0.958, -4.430, -0.429], [1.930, -6.154, -1.924], [4.013, -5.670, -3.173], [5.122, -3.475, -2.916], [4.152, -1.766, -1.383], [-1.217, 0.670, -4.084], [-3.566, 1.306, -4.555], [-5.318, 0.922, -2.840], [-4.709, -0.136, -0.681], [-2.367, -0.807, -0.249], [2.146, -0.138, -3.904], [2.763, -1.592, -5.831], [1.547, -3.710, -6.217], [-0.265, -4.390, -4.670], [-0.848, -2.943, -2.738], [-0.409, 2.945, 3.564], [-0.150, 3.693, 2.471], [-0.788, 4.956, 2.337], [-0.481, 5.761, 1.277], [0.467, 5.341, 0.331], [1.023, 4.100, 0.513], [0.725, 3.275, 1.530], [-0.343, 1.428, 3.714], [-0.630, 1.115, 5.152], [0.279, 0.483, 5.910], [1.556, 0.088, 5.374], [1.775, 0.334, 4.053], [0.916, 0.943, 3.212], [-1.133, 3.323, 4.153], [-1.521, 5.254, 3.077], [-0.973, 6.721, 1.169], [0.753, 5.958, -0.510], [1.745, 3.714, -0.196], [-1.628, 1.345, 5.512], [0.028, 0.235, 6.937], [2.289, -0.442, 5.965], [2.698, 0.010, 3.583], [-1.766, 0.766, 2.640], [-3.314, 4.607, -1.895], [-2.871, 3.699, -0.865], [-3.707, 3.527, 0.311], [-1.709, 3.035, -0.977], [-1.311, 2.252, -0.133], [-4.323, 4.344, -2.219], [-2.647, 4.541, -2.753], [-3.323, 5.641, -1.533], [-4.691, 3.156, 0.014], [-3.827, 4.485, 0.827], [-3.235, 2.812, 0.986], [-1.150, 3.212, -1.904]], "lowdin_spin": [6.067, -0.006, -0.002, -0.012, 0.000, -0.007, 0.000, 0.000, 0.000, 0.000, 0.000, 0.001, 0.000, 0.000, 0.000, 0.000, 0.000, 0.000, 0.000, 0.000, 0.000, 0.000, 0.000, 0.000, 0.000, 0.000, 0.000, 0.000, 0.000, 0.000, 0.000, 0.000, 0.000, 0.000, 0.000, 0.000, 0.000, 0.000, 0.000, 0.000, 0.000, 0.000, 0.000, 0.000, 0.000, 0.000, 0.000, 0.000, 0.000, 0.000, 0.000, 0.000, 0.000, 0.000, 0.000, 0.000, -0.006, 0.000, 0.000, 0.000, 0.000, -0.001, -0.016, 0.000, 0.000, 0.000, 0.000, 0.000, 0.000, 0.000, 0.000, 0.000, -0.015, 0.000, 0.000, 0.000, 0.000, -0.004, 0.000, 0.000, 0.000, 0.000, 0.000, 0.000, 0.000]}